No. 1
Entry from the Open Molecules 2025 dataset: a gas-phase ion, C3H11N2O2 (charge +1) in a non-equilibrium geometry (ωB97M-V with the def2-TZVPD basis set).

Computed properties:
- total charge = +1
- ΔE to the lowest compared entry with this formula, charge and spin (kJ/mol) = 250.8
- LUMO level (alpha / beta) (Ha) = -0.11261 / -0.30661
- gap between HOMO and LUMO (alpha / beta) (eV) = 6.399 / 5.919
- spin multiplicity = 3

Last column: Mulliken charge in e.
Positions of all 18 atoms, in Å:
O (1.567, 1.361, -0.107)  -0.50
O (1.714, -1.212, -0.068)  -0.30
N (-0.327, -0.476, -1.368)  -0.39
N (-1.142, 1.390, -0.204)  -0.67
C (-1.230, -0.870, 0.818)  -1.59
C (-0.522, 0.162, -0.041)  0.96
C (0.993, 0.294, 0.530)  -0.61
H (2.264, 1.805, 0.368)  0.37
H (1.119, 0.319, 1.668)  0.49
H (-2.303, -0.868, 0.751)  0.45
H (-0.325, 2.116, -0.273)  0.32
H (2.566, -0.902, -0.198)  0.34
H (0.550, -1.191, -1.118)  0.41
H (-0.997, -1.050, -1.653)  0.30
H (-0.217, 0.223, -2.198)  0.35
H (-1.795, 1.655, 0.588)  0.31
H (-1.001, -0.843, 1.927)  0.35
H (-0.916, -1.912, 0.576)  0.40

No. 2
Entry from the Open Molecules 2025 dataset: a molecular structure, C11H17B2N7Zn in a non-equilibrium geometry (ωB97M-V with the def2-TZVPD basis set).

Computed properties:
- total charge = 0
- ΔE to the lowest compared entry with this formula, charge and spin (kJ/mol) = 73.8
- LUMO level (Ha) = 0.00705
- gap between HOMO and LUMO (eV) = 9.484

Last column: Mulliken charge in e.
Positions of all 38 atoms, in Å:
Zn (-0.532, -0.411, 0.619)  -0.73
N (1.257, -0.984, -0.329)  -0.22
N (0.093, 1.577, 0.079)  -0.01
N (-0.735, 0.092, -2.307)  0.25
N (1.610, -0.418, -1.547)  0.25
N (-0.237, 0.049, 2.517)  -0.54
N (-1.399, -0.342, -1.159)  0.03
N (0.599, 1.844, -1.176)  0.10
C (3.169, -1.912, -1.042)  -1.01
C (2.203, -1.889, -0.023)  -0.04
C (0.068, 2.733, 0.760)  -0.07
C (-2.751, -0.598, -2.929)  -1.09
C (0.870, 3.158, -1.281)  -0.10
C (-2.618, -0.776, -1.544)  0.21
C (2.762, -0.965, -1.977)  -0.07
C (-1.606, -2.154, 1.334)  -0.96
C (0.541, 3.765, -0.071)  -1.04
C (-0.118, 0.069, 3.678)  0.46
C (-1.550, -0.045, -3.368)  -0.04
B (0.711, 0.679, -2.202)  0.03
B (0.030, 0.116, 5.218)  0.05
H (-0.940, -0.439, 5.706)  -0.11
H (-2.249, -2.937, 0.909)  0.40
H (-3.616, -0.853, -3.509)  0.39
H (-1.219, 0.256, -4.353)  0.45
H (3.193, -0.659, -2.919)  0.45
H (1.133, 1.037, -3.260)  -0.09
H (1.063, -0.458, 5.517)  -0.10
H (1.253, 3.557, -2.207)  0.45
H (-1.745, -2.110, 2.420)  0.38
H (-0.266, 2.785, 1.789)  0.44
H (-0.574, -2.490, 1.134)  0.09
H (0.618, 4.805, 0.173)  0.38
H (2.172, -2.476, 0.887)  0.47
H (4.034, -2.540, -1.095)  0.40
H (-1.980, -1.161, 0.843)  0.25
H (-3.309, -1.198, -0.819)  0.40
H (0.067, 1.293, 5.533)  -0.11

No. 3
Entry from the Open Molecules 2025 dataset: a molecular structure, C21H45FeO2P3 in a non-equilibrium geometry (ωB97M-V with the def2-TZVPD basis set).

Computed properties:
- total charge = +3
- LUMO level (alpha / beta) (Ha) = -0.46065 / -0.48239
- gap between HOMO and LUMO (alpha / beta) (eV) = 3.730 / 3.380
- spin multiplicity = 6

Last column: Mulliken charge in e.
Positions of all 72 atoms, in Å:
Fe (1.409, 0.966, -0.953)  -0.70
P (-0.448, 2.002, -0.658)  1.02
P (2.737, -0.315, -2.064)  0.93
P (2.203, 1.043, 1.025)  1.28
O (-0.661, -1.575, -2.000)  -0.40
O (-2.151, 0.830, 3.350)  -0.19
C (-2.804, -0.151, 5.495)  -0.63
C (-1.212, -1.930, -3.088)  0.15
C (-2.277, -1.154, -3.703)  -0.18
C (0.899, 0.328, 2.105)  -0.45
C (2.601, 2.614, 1.870)  -1.29
C (-0.642, 2.960, -2.200)  -1.22
C (-1.341, -3.453, -5.032)  -0.52
C (2.557, -1.995, -1.329)  -1.06
C (2.269, -0.544, -3.813)  -0.94
C (-2.801, -1.516, -4.932)  -0.56
C (4.546, -0.070, -2.170)  -1.32
C (-2.362, -2.669, -5.592)  -0.46
C (-1.892, 0.894, -0.565)  -0.11
C (-2.911, 1.387, 5.605)  -0.63
C (-0.783, -3.118, -3.812)  -0.24
C (-2.416, 1.924, 4.251)  -0.34
C (-2.353, -0.417, 4.054)  -0.17
C (-0.305, -3.005, 1.556)  -0.67
C (-0.860, 3.211, 0.645)  -1.04
C (3.671, 0.036, 1.426)  -1.09
C (-1.492, -2.480, 1.217)  -0.30
H (-1.235, 2.687, 1.537)  0.05
H (3.166, -0.735, -4.418)  0.45
H (-1.491, 2.560, -2.769)  0.40
H (-1.632, -0.090, -0.993)  -0.49
H (1.691, 3.199, 2.062)  0.32
H (4.922, -0.626, -3.039)  0.44
H (1.365, -0.016, 3.038)  0.71
H (3.951, 0.265, 2.464)  0.53
H (-2.711, 1.348, -1.140)  0.58
H (2.415, 2.103, -0.558)  0.41
H (-2.066, -0.550, 6.197)  0.27
H (0.237, -2.704, 2.462)  0.34
H (1.786, 0.380, -4.157)  0.39
H (4.512, 0.292, 0.769)  0.32
H (-1.483, 2.499, 4.377)  0.24
H (3.273, 3.190, 1.220)  0.51
H (-2.824, -2.958, -6.535)  0.43
H (2.835, -2.737, -2.088)  0.48
H (5.048, -0.408, -1.255)  0.41
H (4.748, 1.000, -2.315)  0.47
H (-1.641, 3.866, 0.236)  0.52
H (-0.807, 4.014, -1.937)  0.46
H (3.456, -1.036, 1.339)  0.33
H (-2.046, -1.786, 1.857)  0.08
H (0.189, -3.749, 0.918)  0.31
H (0.275, 2.872, -2.800)  0.40
H (3.117, 2.387, 2.812)  0.47
H (-0.004, -3.717, -3.341)  0.44
H (-3.948, 1.694, 5.774)  0.27
H (3.204, -2.101, -0.446)  0.40
H (0.128, 1.065, 2.363)  0.06
H (0.395, -0.532, 1.638)  -0.34
H (-2.292, 1.768, 6.421)  0.27
H (-3.110, -1.001, 3.508)  0.34
H (-0.972, -4.337, -5.553)  0.42
H (1.554, -1.371, -3.907)  0.19
H (-1.991, -2.786, 0.287)  0.24
H (1.500, -2.143, -1.051)  0.18
H (-3.576, -0.889, -5.381)  0.41
H (-1.410, -0.988, 4.024)  0.07
H (-2.623, -0.275, -3.159)  0.33
H (-2.178, 0.768, 0.488)  0.02
H (0.018, 3.816, 0.906)  0.40
H (-3.767, -0.632, 5.683)  0.29
H (-3.157, 2.591, 3.779)  0.31

No. 4
Entry from the Open Molecules 2025 dataset: 2 unconnected molecules or ions with the total composition C5H10O2 in a non-equilibrium geometry (ωB97M-V with the def2-TZVPD basis set).

Computed properties:
- total charge = 0
- ΔE to the lowest compared entry with this formula, charge and spin (kJ/mol) = 318.8
- LUMO level (Ha) = 0.02279
- gap between HOMO and LUMO (eV) = 10.252
- SMILES = C=CCCC=O.O

Last column: Mulliken charge in e.
Positions of all 17 atoms, in Å:
O (-0.522, -1.503, -1.603)  -0.54
O (1.018, -3.525, -1.414)  -0.69
C (1.500, 2.379, 1.347)  -0.69
C (0.202, 0.412, 0.483)  -0.33
C (0.351, 1.900, 0.864)  -0.25
C (-1.357, -0.780, -1.131)  -0.06
C (-1.262, 0.052, 0.107)  -0.60
H (2.075, 1.607, 1.849)  0.27
H (0.518, -2.718, -1.662)  0.51
H (-1.853, 0.961, -0.040)  0.30
H (1.981, 3.266, 0.970)  0.27
H (-0.403, 2.583, 0.470)  0.23
H (0.282, -0.117, 1.431)  0.28
H (-1.785, -0.488, 0.902)  0.33
H (0.721, -3.718, -0.524)  0.26
H (-2.324, -0.706, -1.673)  0.37
H (0.855, 0.395, -0.378)  0.34

Question: Look up the total charge of the second one.
Answer: 0

Question: What is the total charge in the third record?
Answer: +3